# 1
19
Properties=species:S:1:pos:R:3:forces:R:3 method="wB97M-V/def2-TZVPD" gap_ev=10.0 smiles="[H]/N=C/NC.O.O.O" lumo_energy_ev=0.74 e_above_lowest_kcal_mol=19.50
H 2.07450 1.01927 0.04901 0.0 -0.2 -0.5
N 1.49301 0.24504 0.34256 -0.1 -0.1 0.7
C 1.05813 -0.55013 -0.53832 -0.1 0.4 0.1
N 0.15134 -1.52943 -0.21801 -0.1 -0.6 -0.3
C 0.20985 -2.80939 -0.94012 0.7 0.9 -0.3
H 1.28129 -0.49255 -1.60035 0.2 -0.1 -0.3
H -0.04316 -1.58740 0.76374 0.1 0.0 0.4
H -0.28102 -3.59547 -0.38467 -0.4 0.0 -0.1
H -0.20366 -2.63882 -1.93595 -0.3 -0.5 0.1
H 1.24620 -3.13010 -1.09016 0.0 -0.1 0.1
O -1.01318 2.42331 0.01517 0.3 -0.2 0.1
H -1.24864 1.57012 0.41386 -0.3 0.3 -0.3
H -0.05929 2.32660 -0.10250 -0.1 0.3 0.2
O 1.30810 2.86008 1.80635 0.5 0.3 -0.7
H 1.87565 2.27117 2.31062 -0.5 0.0 0.4
H 0.54749 3.16640 2.30268 0.1 -0.3 0.3
O -2.65899 0.24100 -0.04951 -0.2 -0.4 0.2
H -3.45063 0.59492 -0.46515 0.1 0.1 0.0
H -2.28700 -0.38461 -0.67924 0.1 0.0 0.0

=====

# 2
19
Properties=species:S:1:pos:R:3:forces:R:3 method="wB97M-V/def2-TZVPD" gap_ev="2.8 / 2.8" lumo_energy_ev="3.28 / 3.28" e_above_lowest_kcal_mol=11.34 charge=-1
C 0.36544 -1.08547 -2.94710 0.7 0.2 -0.3
Sn 0.67494 -0.57034 -0.86055 -0.9 0.5 0.4
N -0.39794 -2.58714 -0.48502 -0.4 -1.4 0.0
H 0.39566 1.11272 -1.12982 0.7 0.9 -0.1
H 2.18313 -1.05627 -0.19730 0.6 0.3 -0.5
H 0.94084 -0.32205 -3.48467 -0.2 -0.4 -0.4
H -0.70515 -0.98244 -3.16592 0.4 -0.1 0.1
H 0.73681 -2.09407 -3.17241 -0.2 0.2 -0.2
H -1.34237 -2.39112 -0.14751 0.2 0.0 0.0
H 0.10754 -3.13123 0.21930 -0.2 -0.2 0.3
H -0.45817 -3.14408 -1.34659 -0.2 -0.4 -0.1
N -1.01112 2.76195 1.51013 -0.1 0.4 0.0
C -0.44673 1.56139 1.85937 -0.8 -2.3 -0.9
N 0.33946 1.64921 2.96874 0.3 0.2 0.3
O -0.69143 0.48287 1.27598 0.0 2.4 1.8
H -0.58746 3.61336 1.85595 -0.1 -0.1 -0.3
H -1.49285 2.79296 0.62816 0.2 -0.1 -0.1
H 0.80063 0.82438 3.31492 0.0 0.1 -0.2
H 0.58876 2.56535 3.30433 0.2 -0.3 0.2

=====

# 3
18
Properties=species:S:1:pos:R:3:forces:R:3 method="wB97M-V/def2-TZVPD" gap_ev=9.8 smiles=NCN.NCN lumo_energy_ev=0.78 e_above_lowest_kcal_mol=37.86
N 3.03980 0.46915 -1.14976 -0.6 6.3 -2.6
C 2.16839 1.67905 -0.81220 1.9 -0.1 0.0
N 0.99311 1.30160 -0.05802 1.1 0.1 3.8
H 2.72262 -0.04484 -1.90772 -0.8 -1.0 -1.4
H 3.19156 -0.03745 -0.39828 0.9 -3.1 4.3
H 2.79363 2.62093 -0.35699 -1.4 -2.8 -0.1
H 1.85118 2.21357 -1.67842 -0.3 -0.4 -1.3
H 0.52038 0.44395 -0.30881 0.2 0.1 -1.1
H 1.38512 0.97764 0.89240 -1.0 1.0 -1.5
N -3.07443 -1.21247 -0.21496 -0.8 -1.5 1.5
C -2.22363 -0.63106 0.81106 1.2 -1.8 0.5
N -0.99682 -1.43566 1.33160 -0.5 0.8 1.9
H -3.45504 -2.10178 0.16174 0.1 0.9 -0.1
H -2.78538 -1.50841 -1.12448 1.2 0.6 -0.5
H -1.89218 0.34086 0.55973 0.1 1.1 -0.6
H -2.86454 -0.59054 1.68136 0.0 0.3 0.2
H -0.15360 -1.34579 0.76959 -0.3 0.2 -0.1
H -0.71393 -1.11438 2.35468 -1.0 -0.7 -2.9

=====

# 4
18
Properties=species:S:1:pos:R:3:forces:R:3 method="wB97M-V/def2-TZVPD" gap_ev=10.0 smiles=NCN.NCN lumo_energy_ev=1.01 e_above_lowest_kcal_mol=26.53
N 0.89143 1.25624 -1.39031 -0.4 2.3 0.3
C 1.83215 1.98272 -0.50167 0.6 -1.7 -0.3
N 3.18699 2.16151 -1.12659 -0.3 0.6 1.8
H 0.61973 1.82541 -2.19920 0.1 -0.1 0.5
H 1.28876 0.43993 -1.77934 0.7 -1.0 -0.1
H 1.39330 2.95001 -0.13693 0.2 -1.0 -0.4
H 1.97997 1.23135 0.34347 -0.2 1.4 -0.6
H 3.71291 2.93911 -0.67781 -0.6 -0.9 -1.0
H 3.22392 2.12371 -2.13001 -0.2 0.5 -0.1
N -1.55592 -1.74085 -0.20661 2.0 1.7 -0.7
C -2.20120 -1.52982 1.03010 -2.9 -1.2 -0.3
N -2.21036 -2.65024 2.04760 1.5 1.6 -0.7
H -1.51134 -2.70395 -0.36333 0.3 -1.7 -0.6
H -0.59157 -1.32002 -0.29449 -1.6 -0.8 0.4
H -1.77199 -0.75449 1.57429 0.6 2.0 0.2
H -3.28677 -1.30870 0.81195 0.9 0.2 0.3
H -1.83421 -2.01478 2.76156 -0.6 -1.8 0.9
H -3.16579 -2.88715 2.23733 -0.3 0.0 0.4

=====

# 5
19
Properties=species:S:1:pos:R:3:forces:R:3 method="wB97M-V/def2-TZVPD" gap_ev=8.7 lumo_energy_ev=0.64 e_above_lowest_kcal_mol=149.52
C 0.75899 0.72125 -0.92821 -3.1 1.2 0.1
C 2.17360 -0.38601 1.61206 -0.3 0.4 0.2
O 0.89412 0.10801 1.43511 -1.2 0.3 0.4
H 2.62739 -0.04807 2.55595 0.2 0.1 -0.2
H 0.32860 1.00015 -1.88742 0.4 -0.1 -0.3
H 1.55517 1.39613 -0.63692 -0.3 0.0 0.4
H 1.02022 -0.32532 -0.84930 -0.3 0.1 0.3
H 2.84679 -0.11292 0.77524 0.1 0.1 0.1
H 2.16544 -1.48438 1.65128 0.0 -0.1 0.0
N -1.69456 0.12613 0.46778 0.4 0.1 -0.4
N -2.40799 -0.58020 -0.50588 0.2 -0.1 -0.1
N -0.77896 1.16522 0.05009 3.4 -1.5 0.8
N -1.70488 -1.31455 -1.49718 0.0 0.3 0.1
H -1.06282 -0.50437 0.96609 -0.2 -0.1 0.1
H -3.07416 0.03500 -0.95713 0.1 -0.1 0.1
H -0.05156 1.16877 1.11064 0.3 -0.7 -1.8
H -1.32557 1.92581 -0.35215 0.4 0.1 0.1
H -1.28754 -2.12904 -1.06051 -0.1 0.1 0.0
H -0.98228 -0.76161 -1.94955 0.0 -0.1 0.1

=====

# 6
17
Properties=species:S:1:pos:R:3:forces:R:3 method="wB97M-V/def2-TZVPD" gap_ev=12.7 lumo_energy_ev=-2.95 e_above_lowest_kcal_mol=21.08 charge=+1
C 1.43484 0.91245 -0.71817 -0.5 -0.6 -2.0
N 0.10633 1.40438 -0.19904 0.1 0.3 -1.8
C -0.91006 1.51016 -1.33316 -0.2 -1.0 0.8
H 1.17815 0.21710 -1.54411 0.2 0.1 0.6
H 2.12871 0.39518 -0.06700 -0.5 0.3 0.7
H 1.93725 1.73128 -1.22845 0.0 0.2 0.3
H -0.26911 0.76500 0.53070 0.1 0.8 0.8
H 0.18623 2.40905 -0.06555 0.3 -0.3 1.8
H -0.31068 1.77817 -2.18429 -0.5 0.1 -0.6
H -1.47820 0.59037 -1.41150 0.6 -0.5 -0.4
H -1.70592 2.19221 -1.06532 0.4 0.8 0.0
H 0.78396 -3.38840 0.65880 0.2 -0.1 0.2
H -0.19897 -3.35904 -0.48083 -0.3 -0.3 -0.6
O 0.04503 -2.88765 0.30752 0.2 0.6 0.5
H -0.39010 -1.20492 1.32781 -0.2 0.3 0.2
H -1.01999 -0.59958 2.59871 0.1 0.4 -0.3
O -0.63605 -0.34679 1.74308 0.2 -1.0 -0.2

=====

# 7
18
Properties=species:S:1:pos:R:3:forces:R:3 method="wB97M-V/def2-TZVPD" gap_ev=11.7 lumo_energy_ev=-3.14 e_above_lowest_kcal_mol=35.26 charge=+1
C -1.49104 -1.05296 0.37003 0.2 -1.0 0.7
O -0.15065 -1.23474 0.85564 -0.5 1.0 1.8
C -1.28775 -0.61494 -1.05761 -1.8 -1.4 -0.3
N -0.34751 0.50582 -1.09903 3.5 -1.6 0.4
H -2.09812 -0.27460 0.77648 -0.1 0.6 1.5
H -2.01044 -2.04422 0.51897 0.1 1.2 -0.7
H -0.08017 -1.03914 1.83333 -0.3 -0.4 -1.6
H -0.87704 -1.60728 -1.40927 -0.3 1.8 -1.3
H -2.21904 -0.13176 -1.47056 0.6 -1.7 0.0
H -0.40110 1.13978 -0.28896 -0.4 0.8 -0.5
H -0.21257 0.89158 -2.04604 -0.5 0.4 0.8
H 0.58902 0.05927 -0.85183 -0.5 0.4 -0.2
H -0.56647 2.79439 1.48145 0.5 1.3 0.1
H 0.93428 3.44948 0.86939 -2.7 -1.9 1.1
O 0.29636 2.65821 1.08045 2.1 0.4 -1.3
H 2.90537 -0.96855 -1.08555 0.0 0.0 0.0
H 2.92684 -1.02632 0.40845 0.9 -0.5 1.6
O 2.38114 -0.77047 -0.30073 -1.0 0.6 -2.0

=====

# 8
19
Properties=species:S:1:pos:R:3:forces:R:3 method="wB97M-V/def2-TZVPD" gap_ev=9.6 smiles=CCSS.O.O.O lumo_energy_ev=0.53 e_above_lowest_kcal_mol=5.00
C -1.65962 -0.93532 1.12086 0.2 0.9 -0.3
C -2.41982 0.27008 0.51872 0.3 -0.9 0.6
S -2.46552 0.21827 -1.29033 -1.0 0.3 0.0
S -0.56642 0.50916 -1.93757 0.2 -0.3 0.2
H -0.63801 -0.84951 0.74298 0.1 -0.3 0.2
H -2.02135 -1.91943 0.83396 -0.3 0.1 -0.1
H -1.64416 -0.83958 2.20718 0.0 -0.1 0.0
H -1.98330 1.18817 0.92253 0.0 0.1 -0.4
H -3.46059 0.28765 0.84954 -0.1 -0.1 -0.3
H -0.19978 -0.77905 -1.78876 0.4 0.2 -0.1
O 3.03060 0.51808 -0.45441 -0.4 1.4 -0.7
H 3.32551 0.89810 -1.28858 0.8 -0.5 -0.4
H 2.37709 1.24478 -0.28676 -0.1 -0.9 0.9
O 1.66509 -1.82686 -0.79199 0.0 -0.1 -0.2
H 2.24269 -1.04564 -0.81705 -0.2 0.4 0.2
H 2.29667 -2.53898 -0.68438 -0.1 -0.4 0.0
O 1.00103 2.06357 0.54166 -0.1 0.2 0.2
H 0.94526 1.77347 1.45722 0.1 0.0 0.1
H 0.17463 1.76304 0.14517 0.0 -0.1 -0.3